No. 1
C12H17N | ωB97M-V/def2-TZVPD

```
30
Properties=species:S:1:pos:R:3:mulliken_charge:R:1
H 0.96 -1.15 -1.50 0.0372
H 1.69 -0.90 2.85 0.1747
H -1.16 -1.87 -1.35 0.3396
H 1.96 2.83 -2.20 0.2909
C -0.95 -0.53 1.01 1.1538
C 0.79 1.05 -1.89 0.1334
N 0.90 -1.00 2.25 -0.0801
C -0.16 -0.13 2.15 -0.2173
H 0.24 1.32 3.58 0.2948
C -2.37 1.38 1.49 -0.5699
H -2.80 -0.22 0.09 0.3256
H 1.21 -2.99 1.25 0.3834
H 1.07 2.33 -3.61 0.2929
H 2.25 -0.34 -0.82 0.2371
C -0.42 -1.81 0.59 0.4747
H 0.58 1.58 -0.94 0.0750
C -0.29 1.15 2.65 -0.7096
C -1.43 1.90 2.36 -0.3610
H -2.00 -3.09 -0.25 0.3254
H 2.60 1.52 -3.12 0.3228
H -1.68 2.87 2.82 0.3629
C 1.66 1.96 -2.80 -1.1285
H -0.16 0.82 -2.40 0.2617
C 1.58 -0.25 -1.66 -1.0300
C -1.07 -2.56 -0.51 -1.4441
H -0.47 -3.43 -0.84 0.4046
H -3.29 1.87 1.18 0.3540
H 2.19 -0.45 -2.53 0.4811
C 0.71 -2.03 1.29 -0.8442
C -2.14 0.17 0.85 -0.3411
```

- energy (a.u.) = -522.1727
- E_HOMO (eV) = -7.912
- SMILES = Cc1c[nH]c2ccccc12.CCC
- Kohn-Sham gap (eV) = 8.821



No. 2
C2H14NO4S | ωB97M-V/def2-TZVPD

```
22
Properties=species:S:1:pos:R:3:mulliken_charge:R:1
H -1.89 -0.95 -1.30 0.3575
H 1.22 -0.80 -0.37 0.2454
H -2.97 -0.27 0.46 0.2931
H 1.35 1.28 1.09 0.3380
H -0.30 0.99 0.29 0.2901
C 0.44 0.69 1.03 -0.8298
O 2.16 1.30 -1.58 -0.7633
N 3.35 0.85 0.53 -0.8078
H -1.14 3.17 0.28 0.2086
S -0.43 -1.94 0.96 -0.1703
O -1.66 2.39 0.08 -0.9067
O -1.46 -1.53 -1.97 -0.6311
H 0.02 0.66 2.04 0.4057
H -2.41 0.99 -0.23 0.4842
H 2.40 2.15 -1.94 0.2198
H -0.92 -2.08 -1.39 0.2774
H 4.06 0.12 0.43 0.1745
C 0.85 -0.72 0.66 -0.3989
H 3.83 1.74 0.69 0.1642
O -3.07 0.25 -0.35 -0.7567
H 2.69 1.00 -0.64 0.4427
H 1.74 -1.06 1.26 0.3634
```

- net charge = -1
- energy (a.u.) = -838.2844
- E_HOMO (eV) = -4.614
- Kohn-Sham gap (eV) = 3.428



No. 3
C28H43IIrN8O | ωB97M-V/def2-TZVPD

```
82
Properties=species:S:1:pos:R:3:mulliken_charge:R:1
H -1.80 -1.67 -4.80 0.5578
H -3.01 -0.37 1.86 0.5271
H -1.36 2.27 4.49 0.3548
H 2.32 2.55 4.01 0.4330
H -2.45 0.17 4.48 0.3673
C 1.97 0.24 -2.34 -0.9189
H 4.72 -1.48 4.48 0.4665
N 2.29 1.28 -3.11 0.1226
C -1.09 -1.19 -2.85 0.0162
C 2.47 -2.14 -1.98 -0.7848
C 1.85 3.11 1.49 -0.7558
C 1.59 -1.93 3.27 -0.7140
H 1.24 2.91 -3.87 0.4653
H -2.32 1.02 1.03 0.3797
H 2.47 -2.21 5.20 0.5138
H 4.03 1.53 -1.34 0.5977
H 2.44 0.98 3.16 0.3266
H 3.97 2.05 -4.05 0.4552
C -1.52 2.67 -1.21 -0.7037
C 4.12 -1.13 2.45 -0.7243
C -0.32 2.13 4.79 -1.1323
Ir -0.21 -0.23 -0.10 1.0388
C 1.91 -1.32 -4.25 -1.4209
H 1.11 2.71 -2.11 -0.1192
H 2.56 -3.01 -2.63 0.5107
N 0.42 1.08 1.33 0.3649
C 1.82 -1.57 1.95 0.4854
H 2.86 -1.56 -4.72 0.4844
H -1.69 -0.75 0.86 0.8135
C 3.42 1.97 -0.56 -0.9511
C -1.32 -2.81 -1.22 0.2069
C 3.84 3.08 0.10 -0.8360
H -0.79 -0.45 4.62 0.5105
C 3.32 1.18 -4.17 -1.1575
C -0.10 1.04 2.60 0.2040
H -2.00 -1.35 3.70 0.4816
H 1.44 -0.49 -4.77 0.3951
H 5.11 -0.84 2.12 0.5247
H 3.43 -1.96 -1.51 0.3164
H 2.88 1.22 -5.16 0.4143
C -1.65 -0.35 3.96 -1.3009
N 0.47 1.56 3.68 0.2834
C -1.66 -2.02 -3.79 -1.1311
H 0.61 -2.30 3.58 0.6854
C -2.08 0.11 1.57 -1.4484
C -1.89 -3.71 -2.10 -0.7312
N -1.26 0.34 2.72 0.3393
H 2.06 1.04 4.89 0.4304
C 1.92 1.54 3.93 -1.1332
N 1.52 0.45 -1.02 1.0030
C 1.77 2.64 -2.96 -0.7227
C 3.08 -1.17 1.53 -0.0969
H -0.77 -0.19 -3.11 0.4004
H 0.10 3.11 5.01 0.4124
N -0.91 -1.57 -1.57 0.1832
I -2.46 -5.58 -1.45 0.2812
H -0.25 1.52 5.68 0.4346
N 2.06 -1.00 -2.82 0.3672
H 1.72 -2.36 -1.24 0.0943
H -0.82 3.02 -1.95 0.2398
H 4.81 3.51 -0.12 0.5610
H -2.31 0.84 -1.34 0.4269
H 1.26 -2.19 -4.32 0.5807
H 2.60 3.33 -2.82 0.4056
H 3.26 -0.93 0.49 0.0481
C 2.14 1.41 -0.27 0.1652
H 0.99 -2.51 0.35 0.5267
H -2.53 2.94 -1.53 0.4249
H -2.52 -3.96 -4.15 0.4915
H -1.32 3.09 -0.23 0.2853
H -0.03 -2.18 1.54 0.5102
H 1.24 3.57 2.26 0.8107
C 3.01 3.70 1.08 -0.8038
H -1.20 -3.09 -0.18 0.2918
H 3.32 4.65 1.51 0.5440
N 0.71 -1.76 0.99 -0.1780
O -1.44 1.21 -1.15 -0.6014
C -2.07 -3.30 -3.42 -0.0854
C 1.45 1.89 0.92 0.3582
C 3.90 -1.49 3.77 -0.8074
C 2.63 -1.89 4.18 -1.0604
H 3.91 0.28 -4.05 0.3994
```

- spin multiplicity = 2
- net charge = +4
- energy (a.u.) = -2006.6124
- E_HOMO (alpha / beta) (eV) = -18.692 / -18.693
- Kohn-Sham gap (alpha / beta) (eV) = 6.698 / 4.768



No. 4
C4H4N2 | ωB97M-V/def2-TZVPD

```
10
Properties=species:S:1:pos:R:3:mulliken_charge:R:1
N -0.09 -0.07 -1.41 -0.4737
C -0.42 0.30 1.18 0.1566
H -2.10 0.30 -1.57 0.3813
C -1.25 0.28 -0.89 0.0035
H 1.14 -1.09 1.54 0.4148
H 0.64 0.81 1.51 0.1899
C 0.61 -0.56 0.76 -0.4435
H 1.93 -0.33 -0.91 0.3474
C 0.90 -0.39 -0.57 -0.0846
N -1.38 0.76 0.37 -0.4918
```

- energy (a.u.) = -264.1899
- E_HOMO (eV) = -8.874
- SMILES = c1cncnc1
- Kohn-Sham gap (eV) = 9.050